The following is a DFT calculation (wB97M-V/def2-TZVPD) of a structure of composition C16H32CuO8S.

Each line ends with the Löwdin spin population.
Positions of all 58 atoms, in Å:
1 Cu 0.07 0.62 0.44  0.6300
2 S 0.34 3.06 1.57  -0.0062
3 O 1.08 1.76 1.84  0.1689
4 O -0.34 2.60 0.33  0.1525
5 O -0.62 3.32 2.62  0.0105
6 O 1.27 4.13 1.36  0.0256
7 C 3.05 0.96 -3.06  -0.0001
8 C 3.33 2.17 -2.15  -0.0001
9 C 2.84 1.66 -0.82  -0.0008
10 O 1.73 0.79 -1.05  -0.0026
11 C 1.88 0.22 -2.34  -0.0003
12 H 3.93 0.31 -3.13  0.0000
13 H 2.73 1.20 -4.07  0.0000
14 H 2.77 3.04 -2.48  0.0000
15 H 4.40 2.38 -2.05  0.0000
16 H 2.53 2.46 -0.14  -0.0004
17 H 3.65 1.14 -0.29  0.0000
18 H 1.00 0.34 -2.96  0.0000
19 H 2.22 -0.82 -2.35  0.0000
20 C -3.38 0.38 -2.23  0.0005
21 C -2.64 -0.84 -2.74  0.0003
22 C -1.41 -0.96 -1.83  0.0002
23 O -1.28 0.35 -1.27  0.0126
24 C -2.23 1.26 -1.83  0.0009
25 H -3.92 0.13 -1.31  0.0000
26 H -4.08 0.76 -2.97  0.0001
27 H -2.33 -0.69 -3.78  0.0000
28 H -3.26 -1.74 -2.75  0.0000
29 H -0.58 -1.22 -2.49  0.0000
30 H -1.59 -1.71 -1.06  -0.0001
31 H -1.83 1.76 -2.73  0.0000
32 H -2.43 2.09 -1.16  -0.0001
33 C -3.87 -0.17 2.36  0.0000
34 C -3.53 -1.44 1.61  -0.0001
35 C -2.05 -1.53 1.95  -0.0003
36 O -1.63 -0.19 1.63  -0.0022
37 C -2.65 0.71 2.12  -0.0005
38 H -3.85 -0.39 3.44  0.0000
39 H -4.84 0.28 2.16  0.0000
40 H -3.62 -1.38 0.53  0.0000
41 H -4.08 -2.31 1.98  0.0000
42 H -1.51 -2.25 1.33  0.0000
43 H -1.84 -1.76 3.00  0.0000
44 H -2.82 1.50 1.38  -0.0002
45 H -2.29 1.21 3.02  0.0000
46 C 3.19 -1.30 2.24  0.0001
47 C 3.25 -2.28 1.07  0.0003
48 C 1.83 -2.29 0.47  0.0010
49 O 1.17 -1.20 1.14  0.0103
50 C 1.68 -1.18 2.47  0.0000
51 H 3.64 -0.36 1.92  0.0000
52 H 3.63 -1.73 3.14  0.0000
53 H 3.52 -3.28 1.42  0.0001
54 H 3.99 -1.95 0.34  0.0000
55 H 1.34 -3.25 0.66  0.0001
56 H 1.79 -2.05 -0.59  0.0000
57 H 1.32 -2.04 3.05  0.0002
58 H 1.36 -0.31 3.04  -0.0003

For the LUMO energy (spin up / spin down), the calculation gives 0.2 / -0.7 eV. Its HOMO energy (spin up / spin down) is -8.280 / -8.226 eV. The multiplicity is 2. The value obtained for the relative energy (zero: lowest compared OMol25 entry of this formula, charge and spin) is 0.0 kJ/mol. Its expectation value of S² is 0.75.